[1]
Formula: C4H4O
Source: the Open Molecules 2025 dataset
Level of theory: ωB97M-V/def2-TZVPD

XYZ file:
```
9
Properties=species:S:1:pos:R:3:lowdin_charge:R:1
C 0.02 -0.76 0.76 -0.03
C 0.87 0.51 0.52 -0.04
C 0.44 0.92 -0.66 -0.12
C -0.93 -0.88 -0.27 -0.11
H -0.11 -1.21 1.70 0.06
H 1.59 0.99 1.11 0.08
H 0.41 1.78 -1.38 0.14
H -1.70 -1.42 -0.70 0.10
O -0.60 0.09 -1.09 -0.08
```

**Energy relative to the best compared isomer or geometry (same formula, charge and spin)**: 109.4 kJ/mol
**M**: 68.1 g mol⁻¹
**Electronic energy**: -6258.245 eV
**HOMO-LUMO gap**: 0.3712 hartree
**SMILES string**: c1ccoc1

=====

[2]
Formula: C4H10N2O
Source: the Open Molecules 2025 dataset
Level of theory: ωB97M-V/def2-TZVPD

XYZ file:
```
17
Properties=species:S:1:pos:R:3:lowdin_charge:R:1
C 0.47 -0.19 -2.85 -0.12
C 0.32 -0.88 -1.54 -0.45
C 0.43 -2.27 -1.52 0.05
C 0.14 -0.29 -0.27 -0.08
H 1.25 0.61 -2.91 0.09
H -0.44 0.20 -3.23 0.05
H 0.68 -0.94 -3.59 0.06
H -0.49 1.69 -0.77 0.17
H 0.39 -2.86 -0.63 -0.05
H 0.24 -0.97 0.56 0.13
H -0.59 0.98 1.83 0.05
H 0.57 1.98 1.46 0.08
H -1.33 -0.45 4.35 0.07
H -0.35 0.65 4.35 0.06
N -0.17 0.97 -0.09 -0.05
N -0.35 1.72 1.13 0.04
O -0.79 0.06 3.71 -0.08
```

**Energy relative to the best compared isomer or geometry (same formula, charge and spin)**: 610.0 kJ/mol
**M**: 102.1 g mol⁻¹
**Electronic energy**: -9332.665 eV
**HOMO-LUMO gap**: 0.2422 hartree

=====

[3]
Formula: C4H6CdMgO5
Source: the Open Molecules 2025 dataset
Level of theory: ωB97M-V/def2-TZVPD

XYZ file:
```
17
Properties=species:S:1:pos:R:3:lowdin_charge:R:1
O -1.58 1.63 0.67 -0.33
C -2.40 0.67 0.09 -0.37
C -1.62 -0.31 -0.78 -0.18
O -0.48 -0.71 0.01 -0.27
C 0.40 -1.64 -0.47 0.02
Mg 0.14 0.95 1.13 0.81
H -3.18 1.11 -0.56 0.11
H -2.93 0.08 0.87 0.11
H -1.24 0.17 -1.69 0.14
H -2.20 -1.21 -1.04 0.12
H 1.39 -1.35 -0.83 0.08
H -0.07 -2.54 -0.87 0.07
O 1.73 -0.47 1.65 -0.15
C 2.57 0.40 1.18 -0.95
O 2.00 1.45 0.58 -0.45
O 3.75 0.12 0.80 -0.29
Cd 3.70 1.64 -0.75 0.52
```

**Energy relative to the best compared isomer or geometry (same formula, charge and spin)**: 63.6 kJ/mol
**Multiplicity**: 2
**Net charge**: -1
**M**: 270.8 g mol⁻¹
**Electronic energy**: -24493.026 eV
**Expectation value of S²**: 0.75
**HOMO-LUMO gap (alpha / beta)**: 0.1649 / 0.1647 hartree

=====

[4]
Formula: C4H8BClN3O2
Source: the Open Molecules 2025 dataset
Level of theory: ωB97M-V/def2-TZVPD

XYZ file:
```
19
Properties=species:S:1:pos:R:3:lowdin_charge:R:1
B 1.27 -0.08 -0.54 -0.48
C -1.20 -0.54 -2.05 -0.04
C 0.62 -2.21 -1.59 -0.75
C -0.63 -1.87 -2.39 -0.11
C -0.29 0.29 0.00 -0.17
N -1.18 0.04 -0.94 0.17
N 1.42 -1.39 -1.07 0.21
N -0.60 0.79 1.17 0.21
O 0.71 2.02 3.46 0.04
O 2.33 0.74 -0.44 0.21
Cl 1.04 -3.83 -1.51 0.83
H -1.84 -0.10 -2.77 0.13
H -1.23 -2.73 -2.23 0.10
H -0.47 -2.02 -3.53 0.18
H -1.55 0.66 1.54 0.15
H 0.85 2.75 3.94 0.01
H 0.17 1.35 1.69 0.14
H 0.56 1.31 4.00 0.02
H 2.54 1.68 -0.32 0.14
```

**Energy relative to the best compared isomer or geometry (same formula, charge and spin)**: 339.5 kJ/mol
**Net charge**: +1
**M**: 176.4 g mol⁻¹
**Electronic energy**: -26035.867 eV
**HOMO-LUMO gap**: 0.3282 hartree

=====

[5]
Formula: C41H74O19
Source: the Open Molecules 2025 dataset
Level of theory: ωB97M-V/def2-TZVPD

XYZ file:
```
134
Properties=species:S:1:pos:R:3:lowdin_charge:R:1
C 2.96 -1.86 -1.28 0.01
C 2.17 -3.04 -1.86 -0.48
O 2.30 -3.45 -2.99 0.05
C 1.08 -3.53 -0.97 -0.01
H 2.22 -1.25 -0.76 0.06
H 3.46 -1.32 -2.08 0.05
H 3.67 -2.29 -0.62 0.08
H 1.22 -3.15 0.08 0.08
H 0.89 -4.63 -0.96 0.11
H 0.11 -3.15 -1.40 0.11
C -4.16 3.20 -2.90 -0.02
C -4.60 2.71 -1.50 -0.46
O -5.20 1.67 -1.42 0.05
C -4.21 3.60 -0.27 -0.02
H -4.14 2.35 -3.62 0.09
H -3.24 3.84 -2.77 0.09
H -4.97 3.90 -3.12 0.08
H -4.52 4.67 -0.46 0.09
H -3.12 3.61 -0.06 0.08
H -4.73 3.35 0.65 0.07
C 5.80 0.63 -1.95 -0.03
C 6.56 -0.56 -1.33 -0.48
O 6.90 -0.60 -0.16 0.05
C 6.96 -1.60 -2.36 -0.01
H 4.72 0.54 -1.67 0.07
H 5.81 0.73 -3.05 0.08
H 6.22 1.60 -1.51 0.12
H 8.02 -1.35 -2.52 0.11
H 6.29 -1.56 -3.20 0.07
H 6.91 -2.55 -1.99 0.05
O 0.39 -5.54 1.97 0.12
C 1.12 -5.32 2.88 -0.50
O 0.72 -4.54 3.89 0.02
C 1.61 -4.56 4.97 -0.16
C 2.84 -5.42 4.56 -0.12
C 2.57 -5.73 3.10 -0.06
H 1.10 -5.07 5.77 0.12
H 1.89 -3.56 5.23 0.11
H 2.77 -6.35 5.17 0.12
H 3.73 -4.97 4.91 0.09
H 2.74 -6.71 2.67 0.12
H 3.18 -5.03 2.55 0.09
O -3.85 -1.13 0.93 0.12
C -4.89 -1.21 0.36 -0.47
O -5.97 -0.44 0.71 0.00
C -7.02 -0.66 -0.28 -0.14
C -6.77 -2.10 -0.76 -0.15
C -5.24 -2.19 -0.76 -0.07
H -6.85 0.04 -1.10 0.10
H -7.99 -0.53 0.19 0.12
H -7.27 -2.53 -1.67 0.13
H -7.09 -2.69 0.10 0.11
H -4.74 -2.01 -1.69 0.10
H -4.88 -3.23 -0.49 0.14
O 4.50 -3.19 2.57 0.11
C 3.92 -2.15 2.69 -0.44
O 2.57 -2.12 2.88 -0.01
C 2.07 -0.83 3.22 -0.13
C 3.12 0.16 2.59 -0.12
C 4.40 -0.68 2.61 -0.07
H 2.10 -0.82 4.29 0.12
H 1.11 -0.78 2.81 0.06
H 3.19 1.17 3.02 0.11
H 2.75 0.34 1.57 0.09
H 5.05 -0.41 3.49 0.14
H 5.18 -0.62 1.81 0.11
O 4.81 3.10 -3.55 0.12
C 3.86 3.05 -2.84 -0.49
O 3.84 3.51 -1.54 0.02
C 2.62 3.37 -0.94 -0.19
C 1.56 3.22 -2.12 -0.06
C 2.48 2.57 -3.23 -0.05
H 2.48 4.21 -0.33 0.10
H 2.66 2.51 -0.32 0.10
H 1.16 4.18 -2.37 0.10
H 0.81 2.49 -1.82 0.09
H 2.35 2.95 -4.20 0.11
H 2.47 1.47 -3.24 0.10
O -1.29 -0.52 -5.64 0.08
C -0.80 -0.84 -6.70 -0.52
O 0.42 -1.44 -6.85 -0.02
C 1.16 -1.64 -5.67 -0.24
C 1.95 -0.38 -5.31 -0.07
C -1.46 -0.52 -7.96 0.02
H 1.82 -2.54 -5.98 0.15
H 0.53 -2.00 -4.78 0.13
H 2.57 0.18 -6.04 0.09
H 2.63 -0.59 -4.37 0.10
H 1.30 0.36 -4.93 0.03
H -0.74 -0.26 -8.71 0.08
H -2.25 0.17 -7.87 0.08
H -1.89 -1.49 -8.34 0.12
O 0.06 4.79 0.62 0.07
C -0.27 4.06 1.55 -0.49
O -1.09 4.48 2.53 -0.04
C -1.42 5.88 2.58 -0.19
C -2.89 5.98 3.04 -0.05
C -0.10 2.55 1.62 0.05
H -1.37 6.27 1.54 0.12
H -0.62 6.31 3.21 0.14
H -2.91 5.76 4.12 0.08
H -3.57 5.32 2.54 0.06
H -3.29 6.98 2.88 0.07
H -0.65 2.07 0.81 0.09
H -0.55 2.09 2.44 0.04
H 0.91 2.22 1.40 0.07
O -0.72 0.22 4.61 0.09
C -1.32 1.21 4.99 -0.53
O -2.39 1.76 4.46 -0.01
C -3.03 1.13 3.40 -0.22
C -4.33 0.40 3.90 -0.03
C -0.87 2.06 6.21 0.03
H -2.46 0.46 2.81 0.09
H -3.23 1.96 2.68 0.13
H -4.10 -0.39 4.70 0.11
H -4.76 -0.16 3.03 0.05
H -5.14 1.02 4.19 0.05
H -0.16 1.53 6.83 0.08
H -1.72 2.26 6.83 0.07
H -0.41 2.99 5.74 0.11
O 0.35 -0.45 0.68 0.07
C -0.50 -1.29 0.52 -0.58
O -1.26 -1.29 -0.57 -0.03
C -0.92 -0.42 -1.65 -0.20
C -2.07 -0.44 -2.65 -0.04
C -0.87 -2.26 1.57 0.03
H -0.05 -0.89 -2.09 0.11
H -0.70 0.52 -1.23 0.09
H -1.84 -0.03 -3.62 0.04
H -2.88 0.13 -2.22 0.06
H -2.44 -1.52 -2.75 0.11
H -1.92 -2.58 1.46 0.09
H -0.77 -1.72 2.53 0.09
H -0.18 -3.19 1.69 0.11
```

**Energy relative to the best compared isomer or geometry (same formula, charge and spin)**: 237.0 kJ/mol
**M**: 871.0 g mol⁻¹
**Electronic energy**: -82619.158 eV
**HOMO-LUMO gap**: 0.3609 hartree
**SMILES string**: CCOC(C)=O.CCOC(C)=O.CCOC(C)=O.CCOC(C)=O.O=C1CCCO1.O=C1CCCO1.O=C1CCCO1.O=C1CCCO1.CC(C)=O.CC(C)=O.CC(C)=O